Here is a structure of composition C20H26N4OPtS2 from the OMol25 dataset. Energies are from wB97M-V/def2-TZVPD.

Calculated values
Frontier orbital gap, eV: 7.59
Lowest unoccupied orbital energy, eV: -7.19
Energy above the lowest of the compared OMol25 structures with the same formula, charge and spin, kJ/mol: 0.00
Electronic energy, Ha: -1987.0752

Structure (ORCA input):
```
! RIJCOSX wB97M-V def2-TZVPD def2/J DEFGRID3
* xyz 2 1
H -4.27 -2.68 -1.32
C -0.44 -3.60 0.04
C 2.68 1.93 0.75
H -0.50 1.82 -0.84
C 3.51 -1.03 -0.51
N -1.13 1.60 -0.08
H -1.45 4.65 -0.31
C 2.36 1.43 -0.51
Pt -0.76 -1.34 1.05
H 0.16 2.59 4.02
H 3.35 3.67 1.82
C 0.74 -3.75 -0.70
H -3.12 -1.74 2.24
C -0.43 4.57 0.08
C 3.19 4.04 -0.29
H -4.28 -4.15 1.32
C -0.49 1.66 2.26
H -2.07 1.92 -0.31
H -2.62 -4.72 1.45
H 1.72 -3.38 -2.56
H -3.48 -4.88 -0.09
C 2.44 2.21 -1.65
C -2.86 -2.85 0.31
H 0.23 4.28 -0.74
H 1.56 -4.32 -0.28
C -0.25 -2.51 -2.52
H -0.18 -2.11 -3.52
C 3.09 3.25 0.85
H 2.95 4.15 -2.42
C -1.55 -2.90 -0.51
N -0.69 2.26 1.06
C -4.01 -2.13 -0.42
H -4.89 -2.09 0.22
C -3.34 -4.24 0.78
H 3.53 5.07 -0.20
C -1.42 -2.34 -1.80
H 3.38 -2.11 -0.56
N -0.06 2.65 3.04
H -3.75 -1.10 -0.70
H -0.54 -4.13 0.97
C 2.87 3.53 -1.54
C -0.35 3.60 1.19
C 0.83 -3.22 -1.97
H 4.15 -0.68 -1.32
N 0.02 3.85 2.40
S 1.90 -0.27 -0.70
C -2.45 -1.98 1.41
H -0.12 5.55 0.45
H 2.19 1.80 -2.62
O 1.20 -0.64 0.62
H 2.62 1.29 1.62
H -2.25 -1.82 -2.25
S -0.81 0.09 2.85
H 3.92 -0.74 0.46
*
```

=====

Here is an isolated molecule of C20H26O4 from the OMol25 dataset. Energies are from wB97M-V/def2-TZVPD.

Calculated values
Frontier orbital gap, eV: 9.58
Lowest unoccupied orbital energy, eV: 0.32
Energy above the lowest of the compared OMol25 structures with the same formula, charge and spin, kJ/mol: 413.58
SMILES: C/C1=C/[C@]23O[C@H]2[C@H](C)C[C@@H]3C(=O)[C@]2(C)C(=O)CC(C)(C)[C@H]2CC1=O
Electronic energy, Ha: -1078.4762

Structure (ORCA input):
```
! RIJCOSX wB97M-V def2-TZVPD def2/J DEFGRID3
* xyz 0 1
H -0.79 2.24 -5.68
C 0.64 -0.93 1.39
H -2.84 2.62 -2.77
C 2.08 -2.83 0.89
H -3.44 0.81 2.60
C 1.36 -0.53 0.11
H -0.45 -2.61 3.24
O 2.93 -1.75 -1.07
C 2.29 0.61 0.31
C 0.37 -3.18 2.70
H 1.83 1.53 0.51
H -2.89 -0.89 1.84
C 1.38 -2.17 2.09
C 0.42 -0.39 -1.05
H -2.29 1.85 -4.92
H -0.30 -1.31 0.97
C -1.25 1.67 -1.16
H -0.46 -0.24 3.10
O -0.91 2.35 2.23
H -3.17 0.51 -0.89
C 2.08 -1.75 -0.22
H 0.93 0.77 2.70
H 3.05 -0.93 2.68
H 0.81 -3.97 3.24
H -0.13 -3.87 1.89
H -0.79 0.19 -3.55
O -0.21 -1.37 -1.48
C 2.36 -1.68 3.11
H 1.90 -1.33 4.07
C -2.13 0.89 1.05
H 0.02 3.02 -3.33
H 2.99 0.44 1.14
C 0.07 0.99 -1.72
H 2.91 0.67 -0.62
C -0.83 1.25 1.71
H -4.19 0.00 1.23
H 0.90 1.59 -1.53
H -1.97 3.41 -5.10
H 1.60 -3.70 0.57
C -1.45 2.49 -4.86
C -0.85 2.31 -3.42
C -3.17 0.15 1.73
C -1.82 2.55 -2.39
C -2.28 0.95 -0.32
H 3.09 -2.45 3.49
O -1.37 3.09 -1.15
H 3.04 -3.21 1.16
C -0.10 0.98 -3.19
C 0.10 0.21 2.29
H 0.95 0.92 -3.63
*
```

=====

Here is a structure of composition C20H27As2Cl3KO12S from the OMol25 dataset. Energies are from wB97M-V/def2-TZVPD.

Calculated values
Frontier orbital gap, eV: 6.80
Lowest unoccupied orbital energy, eV: 2.03
Energy above the lowest of the compared OMol25 structures with the same formula, charge and spin, kJ/mol: 91.50
Electronic energy, Ha: -8531.4061

Structure (ORCA input):
```
! RIJCOSX wB97M-V def2-TZVPD def2/J DEFGRID3
* xyz -1 1
Cl 0.78 3.04 3.38
H 2.62 -2.27 2.69
C -3.66 -2.20 -3.01
O -5.38 -1.93 4.08
C -3.48 0.36 -0.38
H 1.75 -3.83 -0.03
C -3.71 4.18 2.51
H -6.15 2.35 5.23
O -2.04 0.63 -0.87
C -7.02 0.23 2.94
C -5.83 0.23 2.06
H -3.59 2.42 -1.98
O -3.51 -0.85 4.45
H 3.22 -0.73 1.98
H -7.07 3.32 -0.04
Cl 1.15 4.13 0.69
H -3.09 1.00 3.54
K -0.25 1.32 0.96
O -4.39 3.33 1.60
As -3.15 -0.87 1.23
C -7.13 2.60 0.77
S 1.42 -1.58 0.75
O 0.38 -1.04 1.67
H -2.78 1.57 -3.30
H -3.06 -3.11 -3.01
O -2.44 2.23 1.45
C -4.59 -1.11 3.69
C -4.25 1.55 0.07
H -8.16 2.26 0.86
O -3.26 -1.46 -1.86
O 3.69 1.71 2.45
H -4.06 -3.17 1.64
H -3.32 3.62 3.36
H -5.29 2.06 3.70
H -4.72 -2.45 -2.95
H -1.72 -0.13 3.68
C 2.03 3.39 2.07
As -6.07 1.01 0.25
C -3.93 -2.61 0.71
O -6.98 0.90 4.11
O -4.95 -0.07 -2.28
H -4.89 -2.51 0.22
C -2.62 0.24 4.17
H 3.67 -2.28 1.24
H 0.04 -3.37 0.02
H -3.48 -1.63 -3.92
C 2.78 2.00 1.70
H -2.87 4.69 2.02
C 2.89 -1.74 1.77
C -1.60 1.56 -1.64
Cl 3.11 4.58 2.73
H -4.45 4.91 2.84
H -2.37 0.67 5.14
C -4.71 -0.43 2.36
H -5.13 0.91 5.05
H -3.23 -3.13 0.07
C -4.02 -0.38 -1.59
H 0.87 -3.78 1.54
O 2.28 1.42 0.72
C -5.81 1.59 4.53
C -2.63 2.26 -2.46
O -8.04 -0.32 2.62
C -3.61 2.34 1.05
C 0.98 -3.32 0.56
H -6.79 3.07 1.68
H -2.22 3.18 -2.88
*
```

=====

Here is a structure of composition C20H27BBeCl7FMgN2NaO15SSi from the OMol25 dataset. Energies are from wB97M-V/def2-TZVPD.

Calculated values
Frontier orbital gap, eV: 1.16
Lowest unoccupied orbital energy, eV: -8.09
Electronic energy, Ha: -6426.4902

Structure (ORCA input):
```
! RIJCOSX wB97M-V def2-TZVPD def2/J DEFGRID3
* xyz 1 1
O -5.65 -0.58 7.69
O -0.25 -7.14 -1.68
H 0.59 -1.74 -2.75
N 1.73 0.98 -3.59
H 1.55 -4.94 -3.81
H 1.71 -7.68 -2.06
H 3.36 2.45 -1.94
C -2.81 2.87 -0.83
O -7.68 -1.94 7.76
O -3.73 -2.13 4.27
Cl -3.47 -0.95 3.45
H -3.93 4.51 -1.63
O -8.07 -1.78 11.20
H 1.46 -3.54 -1.89
C 0.57 -4.13 -2.10
C 2.76 1.62 -1.53
O -9.70 -2.04 8.75
Cl 4.96 4.53 -2.22
O -4.51 0.01 3.64
C -8.52 -1.95 8.81
H -0.20 -5.28 -3.72
C -3.10 3.84 -1.76
O -4.61 3.45 0.49
O -6.38 -1.73 9.71
H 7.40 2.78 -1.01
S 0.26 -3.17 -4.74
N -3.66 2.71 0.36
C -1.75 2.00 -0.98
H -0.60 3.15 -3.96
H -1.54 1.25 -0.23
Cl -0.25 0.62 -5.97
H 5.51 6.22 -0.63
H 0.90 -8.62 -0.82
C 0.71 -8.04 -1.77
O -3.32 1.84 1.12
Cl 3.18 6.08 -0.49
H 4.10 -0.53 -1.83
H 3.31 1.15 -0.73
C -2.29 3.95 -2.89
C 2.55 0.64 -2.67
H 3.98 -0.74 -3.54
H 0.54 -5.00 -1.46
O -2.20 -0.40 3.81
B -6.32 -1.80 8.26
C -4.60 -0.93 7.02
C -7.67 -1.81 10.09
Be -2.80 7.05 0.15
H 2.20 -0.84 -5.46
Mg 4.54 2.96 -4.18
F -2.86 6.11 -1.03
H 8.72 3.15 0.11
H -0.87 -1.42 -3.63
C -4.47 -2.52 7.11
C 0.57 -4.54 -3.57
Cl 8.90 4.38 -1.88
Cl 8.74 1.17 -3.01
H -0.12 1.42 -2.24
O -5.47 -2.96 7.82
C 8.48 2.93 -0.93
H 9.06 0.89 -0.70
O -3.84 -0.22 6.44
O -3.61 -3.16 6.60
H 1.81 2.02 -1.18
C 9.24 1.71 -1.39
C 3.38 -0.61 -2.64
H 2.81 -1.51 -2.42
C 0.20 -1.65 -3.76
H 0.51 -8.88 -2.49
H -0.33 -3.56 -1.89
H 10.31 1.90 -1.42
C 4.79 5.41 -0.63
C -0.95 2.10 -2.11
C -1.22 3.07 -3.07
H -2.50 4.71 -3.63
O -3.45 -1.38 2.07
Si 1.13 -0.27 -4.64
Na -2.37 0.15 -4.28
Cl 5.14 4.33 0.69
*
```

=====

Number 1: HOMO -14.8 eV, largest force on an atom 0.3 eV Å⁻¹, M 597.67 g/mol. Number 2: HOMO -9.3 eV, largest force on an atom 6.8 eV Å⁻¹, M 330.42 g/mol. Number 3: HOMO -4.8 eV, largest force on an atom 1.2 eV Å⁻¹, M 786.79 g/mol. Number 4: HOMO -9.3 eV, largest force on an atom 4.6 eV Å⁻¹, M 929.88 g/mol.